Record 1
{"formula": "C4H14N2O", "method": "ωB97M-V with the def2-TZVPD basis set", "spin_multiplicity": 1, "e_tot_ev": -9401.9766, "orbital_gap_ev": 10.2032, "charge": 0, "elements": ["N", "C", "C", "C", "C", "N", "H", "H", "H", "H", "H", "H", "H", "H", "H", "H", "H", "H", "O", "H", "H"], "positions_angstrom": [[-0.010621, 1.292197, -2.330617], [0.950113, 0.477410, -1.572489], [0.457354, 0.235738, -0.130702], [0.432570, -1.253223, 0.308289], [1.706042, -1.687381, 1.021703], [2.896733, -0.792228, 0.796681], [0.128937, 1.116417, -3.324774], [-0.945756, 0.919641, -2.182791], [1.023973, -0.525916, -2.008672], [1.906887, 0.970408, -1.530408], [1.085975, 0.721998, 0.581413], [-0.523410, 0.682645, 0.063743], [0.274244, -1.889442, -0.568116], [-0.406016, -1.343162, 0.986501], [1.521106, -1.645234, 2.102843], [2.040404, -2.687835, 0.880874], [3.495554, -1.291219, 0.144561], [3.423711, -0.776278, 1.662084], [-6.290354, 2.175348, 1.840238], [-7.018432, 2.185181, 1.211147], [-6.149014, 3.114935, 2.048492]], "forces_ev_per_a": [[-0.158, -0.179, -0.426], [-1.097, -0.562, 0.694], [-0.354, -0.466, 0.186], [0.148, 0.549, -0.811], [0.875, 1.377, 1.491], [-0.335, -0.821, -0.189], [0.213, 0.311, 0.105], [0.060, 0.084, 0.264], [0.501, 0.122, -0.197], [0.398, 0.064, -0.274], [0.606, 0.573, 0.308], [-0.097, -0.134, -0.512], [-0.270, 0.024, 0.095], [-0.198, -0.467, 0.094], [-0.108, 0.117, -0.120], [-0.315, -1.074, -0.589], [0.094, 0.346, -0.077], [0.034, 0.139, -0.042], [0.022, 0.586, 0.080], [0.004, -0.062, -0.005], [-0.024, -0.526, -0.076]]}

Record 2
{"formula": "C9H25GaNO3", "method": "ωB97M-V with the def2-TZVPD basis set", "spin_multiplicity": 1, "e_tot_ev": -69744.6505, "orbital_gap_ev": 6.8597, "charge": -1, "elements": ["N", "C", "C", "C", "Ga", "H", "H", "H", "H", "H", "H", "H", "H", "H", "H", "H", "C", "O", "C", "C", "O", "C", "C", "O", "C", "H", "H", "H", "H", "H", "H", "H", "H", "H", "H", "H", "H", "H", "H"], "positions_angstrom": [[-2.816946, -0.619762, -5.747835], [-1.425828, -0.435113, -5.272036], [-1.312252, -0.674213, -3.753901], [-0.562361, 0.544215, -3.121239], [-1.898316, 2.150516, -3.157982], [-2.943946, 0.030513, -6.503815], [-3.451437, -0.404070, -4.999673], [-0.743797, -1.078886, -5.839597], [-1.129137, 0.591457, -5.512954], [-0.728851, -1.591560, -3.606471], [-2.279354, -0.732976, -3.254784], [0.379216, 0.756269, -3.634164], [-0.413030, 0.319925, -2.056342], [-1.213324, 3.342262, -2.327233], [-3.226883, 1.584410, -2.405337], [-2.296866, 2.563998, -4.663918], [-1.167799, 1.216952, 1.492625], [-0.492061, 0.115553, 2.074691], [0.161620, -0.695743, 1.110889], [1.443109, -1.284689, 1.671083], [2.518385, -0.357296, 1.785251], [2.440359, 0.626379, 2.807134], [2.622208, 0.089122, 4.215496], [1.450168, -0.568915, 4.673557], [1.727268, -1.635802, 5.549551], [-2.032931, 0.879190, 0.914943], [-1.508591, 1.863595, 2.301024], [-0.498323, 1.795080, 0.848193], [0.394956, -0.119571, 0.210726], [-0.518012, -1.513056, 0.839492], [1.794111, -2.034157, 0.957801], [1.268595, -1.803213, 2.614712], [1.528736, 1.217090, 2.717978], [3.277017, 1.300725, 2.607356], [2.822276, 0.926055, 4.896751], [3.479013, -0.594160, 4.229174], [2.441902, -2.337363, 5.103886], [0.793835, -2.167157, 5.730015], [2.117272, -1.265605, 6.504952]], "forces_ev_per_a": [[0.799, -0.735, -0.319], [-0.714, 0.159, 0.087], [1.658, 0.947, -0.390], [-1.397, -0.186, 0.030], [0.413, -0.380, 0.196], [-0.508, 0.197, -0.087], [-0.192, 0.386, 0.095], [-0.153, -0.214, 0.114], [0.150, -0.005, 0.317], [-0.353, -0.194, 0.205], [-0.134, -0.297, -0.208], [0.084, -0.147, 0.152], [0.382, 0.142, -0.101], [-0.046, 0.218, 0.033], [0.002, 0.012, 0.013], [0.021, 0.078, -0.057], [-0.066, -0.105, 0.046], [0.285, 0.202, 0.029], [-0.086, -0.037, 0.309], [-0.035, -0.014, -0.155], [0.008, -0.027, 0.155], [0.094, 0.004, -0.107], [-0.338, 0.124, -0.019], [0.110, -0.276, -0.159], [-0.137, 0.190, -0.048], [0.023, 0.129, -0.126], [-0.020, -0.090, 0.043], [-0.077, -0.031, -0.102], [-0.003, -0.001, -0.031], [0.101, -0.070, -0.198], [0.035, 0.063, -0.049], [-0.147, 0.126, 0.106], [-0.145, -0.112, 0.155], [0.042, -0.044, 0.002], [0.210, 0.051, -0.050], [0.008, -0.018, -0.011], [0.063, 0.006, 0.062], [-0.025, 0.060, 0.025], [0.090, -0.110, 0.042]]}